1.
{"formula": "C4H4N2O2", "method": "ωB97M-V/def2-TZVPD", "elements": ["C", "C", "C", "C", "H", "H", "H", "H", "N", "N", "O", "O"], "coordinates": [[1.79451, -0.12934, 0.00143], [0.08552, 0.80924, 0.34529], [-1.30511, 0.86999, -0.09714], [0.37466, -0.49969, -0.18597], [-0.00070, 0.75300, 1.43717], [-1.94213, 1.61637, -0.42720], [-1.04649, -2.09689, -0.18586], [0.32663, -0.41707, -1.28193], [-1.79042, -0.29680, -0.00839], [-0.78780, -1.20995, 0.33173], [2.83197, -0.66262, 0.06141], [1.45936, 1.26376, 0.00946]], "mulliken_charge": [0.2744, 0.2700, -0.5396, 0.2875, 0.2875, 0.4859, 0.3152, 0.2458, -0.3953, -0.3693, -0.4717, -0.3903]}

=====

2.
{"formula": "C4H4N2O2", "method": "ωB97M-V/def2-TZVPD", "elements": ["O", "C", "O", "C", "C", "N", "C", "N", "H", "H", "H", "H"], "coordinates": [[-3.00264, 0.56232, 0.82005], [-2.62586, -0.44496, -0.04875], [-1.41883, -0.62164, -0.72881], [-0.28755, -0.01184, -0.16649], [0.55121, 1.11592, -0.40273], [1.91150, 0.47395, 0.01671], [1.71818, -0.81729, 0.41601], [0.51343, -1.21457, 0.24672], [-3.25224, -1.15237, -0.91900], [0.33261, 2.36707, -0.35726], [2.90423, 0.95308, 0.16235], [2.65594, -1.20966, 0.96120]], "mulliken_charge": [-0.4860, 0.2461, -0.1686, 0.6190, -0.5651, -0.1476, 0.0393, -0.5894, 0.2398, 0.2701, 0.2687, 0.2736], "smiles": "O=COc1c[nH]cn1"}

=====

3.
{"formula": "C4H4N2O2", "method": "ωB97M-V/def2-TZVPD", "elements": ["O", "N", "C", "C", "C", "O", "N", "C", "H", "H", "H", "H"], "coordinates": [[-1.02958, -1.64653, 1.69789], [-1.18743, -1.45080, 0.27978], [-0.44660, -0.41337, -0.02614], [0.63612, 0.34465, 0.68848], [1.29132, 1.25179, -0.01470], [1.19795, 1.58965, -1.30483], [0.18008, 1.01500, -2.00328], [-0.56699, 0.16529, -1.37004], [-1.51044, -2.44823, 1.82765], [0.75782, 0.13680, 1.70219], [2.17530, 1.72691, 0.34550], [-1.49755, -0.27116, -1.82250]], "mulliken_charge": [-0.3853, -0.5221, 0.6092, -0.3334, -0.3255, -0.1850, -0.4048, -0.0108, 0.3424, 0.4420, 0.4108, 0.3625], "smiles": "O/N=c1\\cconc1"}

=====

4.
{"formula": "C4H4N2O2", "method": "ωB97M-V/def2-TZVPD", "elements": ["O", "C", "C", "C", "N", "C", "O", "N", "H", "H", "H", "H"], "coordinates": [[-1.82836, -1.32182, -0.01832], [-0.78229, -0.45867, -0.08862], [-0.91139, 0.91064, -0.27786], [0.21582, 1.69977, -0.09526], [1.32480, 1.04577, 0.05310], [1.28595, -0.32301, -0.09722], [2.46227, -1.13595, -0.02637], [0.36129, -1.10383, -0.42419], [-2.68423, -1.06186, 0.79440], [-2.05520, 1.11866, -0.08071], [0.46212, 2.74034, 0.04446], [2.14924, -2.11003, 0.21658]], "mulliken_charge": [-0.5710, 0.6179, -0.4384, -0.0994, -0.5278, 0.6069, -0.5572, -0.4559, 0.4024, 0.1774, 0.4615, 0.3836], "smiles": "Oc1ccnc(O)n1"}

=====

5.
{"formula": "C4H4N2O2", "method": "ωB97M-V/def2-TZVPD", "elements": ["O", "C", "C", "N", "C", "C", "O", "N", "H", "H", "H", "H"], "coordinates": [[-2.41241, -1.30679, -0.77011], [-1.39102, -0.80339, -0.52308], [-0.28414, -0.47679, -1.55656], [0.73137, 0.00831, -1.00126], [0.27466, 0.16724, 0.41848], [1.22685, 0.67206, 1.44957], [2.09338, 1.68557, 0.95487], [-0.88732, -0.28449, 0.72747], [-0.36186, -0.59517, -2.65134], [1.81567, -0.16206, 1.84558], [0.60532, 1.06782, 2.25133], [2.62667, 1.23778, 0.26241]], "mulliken_charge": [-0.4083, 0.3771, 0.0146, -0.4589, 0.6199, -0.3792, -0.5160, -0.5093, 0.3962, 0.2029, 0.3150, 0.3461], "smiles": "O=C1C=NC(CO)=N1"}

=====

6.
{"formula": "C4H4N2O2", "method": "ωB97M-V/def2-TZVPD", "elements": ["C", "C", "C", "C", "N", "N", "O", "O", "H", "H", "H", "H"], "coordinates": [[2.19812, -0.07395, -0.08231], [-0.69012, 1.37062, 0.22572], [-1.22607, -0.90825, 0.37865], [0.87786, -0.22034, -0.62567], [3.25539, -0.12964, 0.33886], [0.30549, 1.27579, -0.50482], [-1.46265, 0.44190, 0.78439], [0.15024, -1.19294, 0.08517], [-0.88221, 2.43081, 0.46517], [-1.48273, -1.40710, 1.23770], [-2.00515, -1.11822, -0.49727], [0.96182, -0.46869, -1.80560]], "mulliken_charge": [0.0019, -0.1153, -0.0786, 0.4933, -0.3838, -0.3663, -0.3075, -0.3394, 0.3885, 0.2241, 0.2544, 0.2286], "multiplicity": 3}

=====

7.
{"formula": "C4H4N2O2S", "method": "ωB97M-V/def2-TZVPD", "elements": ["C", "C", "C", "C", "N", "N", "O", "O", "S", "H", "H", "H", "H"], "coordinates": [[4.52364, 1.54997, 0.05027], [1.68042, 0.30370, 0.02627], [3.96571, 0.33885, -0.08720], [-0.77927, -0.68460, 0.04543], [4.98413, 2.61008, 0.13482], [4.20000, -0.96135, -0.02219], [5.40106, -1.25188, -0.07710], [3.28602, -1.80764, 0.04471], [1.01478, -1.14517, 0.06884], [1.18957, 1.25827, -0.01163], [-1.23598, -1.04900, 0.95949], [-1.23494, -1.17426, -0.80867], [-0.91247, 0.38912, -0.03286]], "mulliken_charge": [0.5366, -0.2736, -0.1505, -0.8568, -0.4388, 0.9145, -0.5305, -0.6997, 0.3498, 0.2561, 0.3066, 0.3046, 0.2817], "multiplicity": 3}

=====

8.
{"formula": "C4H4N2O3", "method": "ωB97M-V/def2-TZVPD", "elements": ["O", "N", "C", "O", "C", "C", "C", "N", "O", "H", "H", "H", "H"], "coordinates": [[-2.94989, -0.37752, 1.17461], [-2.42489, 0.21348, 0.26074], [-1.13409, -0.55960, -0.13386], [-0.86858, -1.68099, 0.54854], [0.15363, 0.26025, -0.21781], [1.33327, 0.11444, 0.37708], [2.21052, 0.98184, -0.36343], [1.67322, 1.44304, -1.44833], [0.31414, 1.07684, -1.31006], [-1.27170, -0.70759, -1.20649], [-1.62039, -1.64578, 1.19984], [1.32633, -0.34378, 1.36156], [3.25842, 1.22537, -0.24239]], "mulliken_charge": [-0.3719, 0.1622, 0.2008, -0.4721, 0.1796, -0.0347, -0.4521, -0.3489, -0.2174, 0.1820, 0.3999, 0.3587, 0.4137], "smiles": "O=N[C@H](O)c1ccno1"}

=====

What are the DFT total energy values for these records? In order: -11283.866, -11282.884, -11283.535, -11285.065, -11286.480, -11279.832, -22112.663, -13330.704 eV.
What are the relative energy (zero: lowest compared OMol25 entry of this formula, charge and spin) values for these records? In order: 451.0, 545.7, 482.9, 335.2, 198.8, 364.4, 498.7, 497.6 kJ/mol.